1.
C7H34N10O11 | wB97M-V/def2-TZVPD

```
! wB97M-V def2-TZVPD RIJCOSX def2/J DEFGRID3
* xyz 0 1
C 10.03218 2.95844 16.34163
O 9.69098 2.15720 17.21530
N 9.36665 2.90838 15.28403
N 11.04870 3.78159 16.38595
H 8.64423 2.21946 15.13035
H 9.71743 3.41733 14.48528
H 11.48140 3.95015 17.28285
H 11.16650 4.48811 15.67388
C 5.21820 -2.68069 18.39381
O 4.67287 -3.37554 17.58602
N 6.51569 -2.50535 18.38521
N 4.71651 -2.30512 19.54016
H 6.86093 -2.96257 17.55344
H 7.05571 -2.03125 19.09494
H 5.16258 -1.73025 20.24060
H 3.73305 -2.47425 19.69601
C 3.14337 8.40668 23.42948
O 3.77842 8.23854 22.40251
N 1.99265 7.85096 23.69939
N 3.47280 9.21615 24.41160
H 1.37523 7.96748 24.49015
H 1.77519 7.09685 23.06368
H 4.21598 9.89778 24.46799
H 2.75232 9.14215 25.11554
C 4.87482 1.60679 24.17124
O 5.64803 0.94337 23.56589
N 5.00317 1.89792 25.45037
N 3.82461 2.16748 23.71798
H 5.79386 1.43414 25.87440
H 4.34032 2.42559 26.00019
H 3.18132 2.62434 24.34850
H 3.73535 2.28044 22.71829
C -1.77015 -4.95466 14.73568
O -1.93171 -5.62339 13.69888
N -2.48386 -4.85831 15.80689
N -0.70732 -4.19017 14.77825
H -3.27265 -5.47122 15.95610
H -2.13569 -4.20261 16.49169
H -0.33819 -3.71197 15.58767
H -0.06435 -4.21000 13.99960
C 2.43132 2.22388 17.01964
C 1.68246 2.76798 18.27053
O 1.16998 1.70880 19.07268
O 1.64570 1.28109 16.34965
H 3.32827 1.68154 17.31871
H 2.64570 3.09167 16.39587
H 0.79350 3.24044 17.85264
H 2.31625 3.50756 18.75984
H 0.76718 2.02762 19.88367
H 1.10861 0.85430 17.02121
O -0.85557 5.91132 12.80617
H -0.39277 5.20494 13.25680
H -1.45696 6.26170 13.46327
O 4.28996 7.52021 17.46657
H 4.69020 7.33397 18.31589
H 4.90501 8.11439 17.03657
O -1.75931 3.31467 23.27217
H -2.40943 2.92750 23.85842
H -2.25770 3.56879 22.49547
O -2.17312 -2.25963 19.34605
H -2.38110 -2.72138 20.15830
H -1.75001 -1.44998 19.63184
*
```

SMILES: NC(N)=O.NC(N)=O.NC(N)=O.NC(N)=O.NC(N)=O.OCCO.O.O.O.O
HOMO energy, eV: -9.12
LUMO, eV: -0.307
Orbital gap, eV: 8.8

---

2.
C7H34O12 | wB97M-V/def2-TZVPD

```
! wB97M-V def2-TZVPD RIJCOSX def2/J DEFGRID3
* xyz -1 2
C -1.52085 -2.92907 0.11159
C -0.95534 -3.40067 1.21876
C -2.22906 -0.68185 -0.69294
C -1.25016 -1.54198 -0.40077
C 0.20382 -1.25642 -0.62060
C -4.44595 0.07901 0.19431
C -3.58900 -0.86203 -0.17136
H -1.93461 -3.52936 -0.69672
H -0.33218 -2.71367 1.78074
H -1.08884 -4.44740 1.46172
H -2.04646 0.22746 -1.25600
H 0.72888 -1.43040 0.31511
H 0.64936 -1.89882 -1.38723
H 0.35765 -0.20828 -0.88846
H -4.16888 1.12242 0.03380
H -5.46273 -0.01530 0.55582
H -3.89470 -1.90619 -0.09269
H -1.78162 1.21380 3.16885
H -1.24007 2.70340 3.28785
O -1.12930 1.86485 2.80823
H -0.45528 1.07622 -5.10625
H 0.50958 2.01267 -4.37796
O -0.00665 1.92102 -5.20010
H 0.29074 2.62270 1.65405
H -0.18838 3.96572 1.14624
O 0.60571 3.52946 1.48154
H 0.90007 -3.27851 3.71319
H 2.18619 -3.53270 2.94015
O 1.61881 -3.91314 3.62223
H 2.02830 -4.34117 0.38009
H 2.56881 -2.93922 0.69017
O 2.65763 -3.86911 0.93372
H 2.59074 3.13538 -1.19946
H 1.41276 3.35739 -0.35001
O 1.72529 3.59134 -1.23421
H -3.49377 0.33525 4.35121
H -2.65823 -0.63918 3.55463
O -2.56991 0.07158 4.21373
H 2.65987 1.72220 -3.36260
H 1.57760 2.22121 -2.36462
O 1.75018 1.56442 -3.08045
H 3.20571 1.12133 0.28265
H 3.10467 2.57032 0.81730
O 3.56998 2.01633 0.17302
H 2.67724 -0.01286 -2.67345
H 2.86750 -1.35049 -1.97226
O 3.02251 -0.91128 -2.81296
H -1.19111 2.57187 -3.24987
H -2.47071 2.55899 -4.13925
O -2.14503 2.63554 -3.24471
H 3.03024 -0.11289 2.07375
H 1.49938 0.05192 2.10641
O 2.24960 -0.14183 1.50408
*
```

⟨S²⟩: 0.760
HOMO energy (spin up / spin down), eV: 0.23 / -4.23
LUMO (spin up / spin down), eV: 2.102 / 2.033
Orbital gap (spin up / spin down), eV: 1.9 / 6.3

---

3.
C7H35NO11 | wB97M-V/def2-TZVPD

```
! wB97M-V def2-TZVPD RIJCOSX def2/J DEFGRID3
* xyz 0 1
C 0.81471 1.24134 -1.91956
C 1.12398 0.17186 -0.82564
C -0.15272 -0.29153 -0.03069
N 0.96873 -3.82784 0.98680
C 0.79209 -2.63244 0.29475
C -0.21265 -1.74649 0.30264
C -1.55163 -2.09121 0.86186
C -2.09722 -3.30779 0.88159
H 1.58879 2.00259 -2.01094
H 0.88080 0.65911 -2.83940
H -0.13327 1.71027 -1.69011
H 1.85067 0.62446 -0.14740
H 1.74594 -0.59401 -1.26898
H -1.01579 0.17399 -0.49337
H 0.12739 0.12092 0.94617
H 1.65314 -4.43989 0.56075
H 0.20576 -4.46870 1.14996
H 1.68541 -2.36555 -0.24633
H -2.16644 -1.32586 1.32973
H -1.64667 -4.18013 0.42541
H -3.05223 -3.51947 1.34650
H -2.54698 -2.42541 -2.67216
H -0.98848 -2.74967 -2.71770
O -1.76268 -2.49523 -3.22053
H 0.45710 2.58038 4.12594
H 0.02272 3.43922 2.97010
O 0.77991 3.29858 3.56809
H 3.24188 -1.35240 0.49187
H 4.66016 -1.12116 -0.22068
O 3.70701 -1.06059 -0.29618
H -0.99458 3.74426 -2.70046
H -2.26376 2.92356 -3.03533
O -1.58504 3.06199 -2.36219
H -2.29466 -0.04397 -2.85242
H -2.10521 1.33498 -2.35883
O -2.66480 0.55754 -2.18741
H -4.81990 0.86360 0.31413
H -3.67050 1.69137 -0.24506
O -3.90095 1.09670 0.47497
H -0.87732 -0.25153 3.23544
H -1.41561 1.10447 3.01562
O -0.58601 0.67097 3.26333
H -1.03243 3.29675 0.66372
H -0.39100 1.87561 0.98509
O -0.40517 2.81416 1.21339
H 2.88412 2.35600 3.05480
H 2.75265 0.88947 2.80206
O 3.42853 1.55803 2.97106
H 2.45588 -2.78590 -2.99002
H 1.26265 -3.04608 -2.01704
O 1.50928 -2.66999 -2.86744
H 1.68118 3.17737 -0.06867
H 1.83109 2.56037 1.32628
O 2.22215 3.19292 0.72252
*
```

SMILES: C=C/C(=C\N)CCC.O.O.O.O.O.O.O.O.O.O.O
HOMO energy, eV: -8.25
LUMO, eV: -0.007
Orbital gap, eV: 8.2

---

4.
C7H35O12 | wB97M-V/def2-TZVPD

```
! wB97M-V def2-TZVPD RIJCOSX def2/J DEFGRID3
* xyz 0 2
C 2.21877 2.87056 0.80249
O 1.78604 2.60148 2.12818
C 3.11705 1.75268 0.27241
C 2.36310 0.76947 -0.60437
C 1.29046 0.05366 0.21784
C 0.45235 -0.99421 -0.51904
C 1.17091 -2.17609 -0.87772
C 0.56833 -3.43332 -0.91573
H 2.73201 3.83731 0.77691
H 1.31348 3.01289 0.21138
H 3.96047 2.18388 -0.27036
H 3.56354 1.24795 1.13555
H 3.03076 0.03040 -1.06639
H 1.94773 1.28662 -1.44912
H 1.75376 -0.43087 1.07969
H 0.61050 0.79886 0.61766
H -0.45796 -1.24177 0.03581
H 0.01977 -0.53699 -1.45614
H 2.22577 -2.03580 -1.11821
H 1.10513 -4.32118 -1.21359
H -0.48138 -3.63473 -0.65243
H -3.38553 2.49642 -2.23356
H -3.79480 1.83467 -0.96784
O -4.08137 1.95852 -1.89400
H 1.60577 -2.06421 2.15569
H 2.34351 -2.65178 0.85525
O 2.48051 -2.42567 1.82347
H -2.21270 1.26142 1.17371
H -2.85154 0.23606 0.20504
O -2.85063 1.19680 0.41115
H -3.73586 -1.83389 0.05184
H -2.18306 -1.89340 0.32846
O -2.88423 -1.43296 -0.26624
H -3.62252 0.45428 -2.59674
H -2.98239 -0.89302 -2.01351
O -3.19693 -0.40758 -2.84811
H -0.59935 -2.05594 1.84403
H -0.60161 -3.30109 0.78361
O -1.25220 -2.72577 1.27284
H -1.97081 0.28016 -3.80843
H -0.45505 0.24170 -4.33170
O -1.25139 0.79360 -4.29881
H -0.30045 1.75250 2.46575
H -0.67511 0.22195 2.47740
O -1.06157 1.13165 2.48966
H -0.01369 -1.67957 3.54876
H 1.59476 -0.20851 2.95657
O 0.22013 -1.32643 2.65871
H 2.13548 1.74896 2.42332
H 3.07145 -0.47797 2.60295
O 2.49539 0.20085 3.02564
H -1.33664 2.26099 -3.20350
H -1.45007 2.65492 -1.66868
O -1.48806 3.01153 -2.55756
*
```

⟨S²⟩: 0.757
HOMO energy (spin up / spin down), eV: -10.12 / -10.10
LUMO (spin up / spin down), eV: -2.433 / -6.406
Orbital gap (spin up / spin down), eV: 7.7 / 3.7

---

5.
C7H37NO10 | wB97M-V/def2-TZVPD

```
! wB97M-V def2-TZVPD RIJCOSX def2/J DEFGRID3
* xyz 0 1
C -0.03354 1.95726 0.96717
C -1.45613 1.57611 1.39606
C -2.33101 2.81460 1.56726
C -1.41396 0.82209 2.72490
C 0.63006 1.03764 -0.07094
N 0.18078 1.37467 -1.45019
C 1.29941 1.79176 -2.28379
C -0.52189 0.27319 -2.10994
H 0.62665 2.01601 1.84165
H -0.04023 2.97133 0.56890
H -1.92218 0.94763 0.64174
H -2.49463 3.30851 0.60690
H -3.31906 2.56211 1.98004
H -1.88575 3.54530 2.24759
H -1.08894 1.49222 3.52238
H -0.69879 -0.00034 2.71181
H -2.39517 0.43951 3.00681
H 0.43356 -0.00923 0.17861
H 1.69453 1.18546 0.01504
H 1.97423 0.97804 -2.59462
H 0.90210 2.26228 -3.18728
H 1.90071 2.54091 -1.76808
H -0.96493 0.61729 -3.03925
H -1.35029 -0.07275 -1.50376
H 0.11153 -0.59330 -2.36111
H -2.36065 2.02646 -1.57990
H -3.36778 0.85627 -1.65135
O -3.26777 1.81723 -1.84749
H 2.94533 -1.64629 -0.86940
H 2.08834 -0.74237 -1.76404
O 2.45422 -1.63594 -1.72000
H -0.54723 3.43802 -1.43007
H 0.49929 4.57900 -1.32840
O -0.44508 4.41213 -1.38719
H 1.65384 -3.50706 2.30732
H 2.54691 -3.13409 3.55779
O 2.56899 -3.30558 2.61576
H 1.14164 -2.83755 -1.70130
H 0.58465 -3.52778 -0.44198
O 0.47926 -3.50677 -1.40112
H -0.57242 -2.99732 1.64749
H -0.59989 -4.50439 1.60745
O -0.01265 -3.76687 1.78035
H 3.69019 0.19650 0.97007
H 4.17405 1.33621 1.90257
O 3.61260 1.16552 1.14837
H -2.52030 -4.12070 -1.34831
H -1.21256 -3.32253 -1.29287
O -2.14021 -3.33958 -0.94946
H -3.01481 -1.77405 -1.18485
H -4.36389 -1.04342 -0.73077
O -3.57039 -0.96125 -1.27107
H 3.31878 -2.22530 1.42520
H 4.63560 -2.09525 0.59443
O 3.76488 -1.67158 0.73490
*
```

SMILES: CC(C)CCN(C)C.O.O.O.O.O.O.O.O.O.O
HOMO energy, eV: -8.95
LUMO, eV: -0.131
Orbital gap, eV: 8.8

---

6.
C7H3Cl5GeNO3PdS | wB97M-V/def2-TZVPD

```
! wB97M-V def2-TZVPD RIJCOSX def2/J DEFGRID3
* xyz 2 6
Pd 0.33288 0.54112 -1.86891
Cl -0.47336 -1.93724 5.00942
C -0.62812 -1.33505 3.45379
C -1.89234 -1.19128 2.88071
C -2.00207 -0.70176 1.61007
Cl -3.51129 -0.52396 0.87694
C -0.81888 -0.32158 0.84466
O -0.99171 0.13567 -0.31139
C 0.46766 -0.47998 1.47511
C 1.71704 -0.10146 0.82470
O 1.83517 0.33350 -0.31592
C 0.55070 -0.97143 2.73881
H -2.77948 -1.46272 3.43785
H 2.62745 -0.20978 1.42048
H 1.51649 -1.09293 3.22003
O 1.74529 0.73487 -3.91442
S 2.02815 -0.71268 -3.95165
N 1.29193 -1.27255 -2.74061
Cl 0.68544 2.97768 -1.91852
Ge -0.64351 3.13117 -3.72354
Cl 0.41600 3.38544 -5.49480
Cl -1.47344 1.07494 -3.55282
*
```

⟨S²⟩: 8.806
HOMO energy (spin up / spin down), eV: -15.52 / -16.48
LUMO (spin up / spin down), eV: -8.250 / -10.604
Orbital gap (spin up / spin down), eV: 7.3 / 5.9

---

7.
C7H3ClO2S | wB97M-V/def2-TZVPD

```
! wB97M-V def2-TZVPD RIJCOSX def2/J DEFGRID3
* xyz 0 1
C -3.35986 -0.31095 -0.07188
C -2.01608 -0.10924 -0.45806
C -1.47431 1.28141 -0.45336
C -1.35605 2.49781 -0.41265
C 2.49319 0.61128 0.01661
C -1.09243 -0.91174 -1.02090
C 2.16130 1.62069 -0.69833
O -0.47931 -1.72067 -1.54801
O 2.84877 -0.17541 0.77632
S -4.43125 0.91822 0.18075
Cl -0.94999 4.08236 -0.22948
H -3.72603 -1.38029 -0.05290
H 1.18909 1.95953 -0.84606
H 2.86836 2.22702 -1.11832
*
```

SMILES: O=C=C(C#CCl)C=S.C=C=O
HOMO energy, eV: -8.84
LUMO, eV: -0.712
Orbital gap, eV: 8.1